1.
C5H13NO | ωB97M-V with the def2-TZVPD basis set

Structure (XYZ):
```
20
Properties=species:S:1:pos:R:3:lowdin_spin:R:1
H -2.236 0.906 -0.889 0.009
H 0.783 0.740 1.601 0.088
O -2.361 -1.690 1.175 0.035
H 0.202 0.229 -2.097 0.009
C 2.760 -0.531 -0.178 0.095
C 1.424 -0.966 -0.851 0.031
H -1.875 2.274 0.194 0.053
H -2.207 -1.800 0.226 0.013
H -1.902 -0.911 1.506 0.017
H -1.237 2.356 -1.400 0.032
C -0.298 0.816 -0.150 0.121
H 3.162 0.346 -0.676 0.019
H 1.594 -1.416 -1.834 0.005
N -0.173 0.771 1.250 0.098
H -0.663 1.525 1.723 0.113
H 0.966 -1.631 -0.106 0.009
H 3.520 -1.301 -0.299 0.009
C 0.441 0.178 -1.042 0.054
H 2.450 -0.366 0.841 0.030
C -1.456 1.642 -0.602 0.160
```

Calculated values
**F_max**: 1.995 eV Å⁻¹
**Spin multiplicity**: 2
**ΔE to the lowest compared entry with this formula, charge and spin**: 27.83 kcal per mole
**Net charge**: -1
**E**: -328.22854 Ha
**Expectation value of S²**: 0.75


2.
C2H7N3O2 | ωB97M-V with the def2-TZVPD basis set

Structure (XYZ):
```
14
Properties=species:S:1:pos:R:3:mulliken_charge:R:1
H 2.021 0.371 -1.207 0.142
O -2.251 -0.473 -0.674 -0.424
C 1.218 -0.478 -1.230 -0.194
H 1.221 -1.059 -2.157 0.266
N -3.859 0.198 0.759 -0.178
H 0.695 -0.671 1.732 0.240
N -2.685 -0.090 0.570 0.054
H -1.325 -0.862 -0.424 0.515
H -0.327 0.572 1.081 0.186
H -4.427 0.219 -1.119 0.338
C 0.604 0.066 0.907 -0.633
N 0.481 -0.785 -0.240 -0.434
H 1.362 0.791 0.721 0.418
O -4.777 0.375 -0.154 -0.297
```

Calculated values
**F_max**: 4.422 eV Å⁻¹
**Spin multiplicity**: 1
**ΔE to the lowest compared entry with this formula, charge and spin**: 140.23 kcal per mole
**E**: -394.98153 Ha
**SMILES string**: O/N=N\O.C=NC


3.
C45H51F3IN2O12P3PbS2Si2 | ωB97M-V with the def2-TZVPD basis set

Structure (XYZ):
```
122
Properties=species:S:1:pos:R:3:mulliken_charge:R:1
C -1.444 5.040 0.370 -1.168
C -0.171 -2.011 4.413 -0.940
H 5.563 -1.989 2.033 0.492
H -3.954 -1.935 3.891 0.384
O -4.010 0.534 2.170 -0.499
O -2.278 -0.874 -1.411 -0.626
F 4.499 0.239 -4.546 -0.289
C 2.094 0.681 3.429 -0.475
H -1.996 5.816 0.867 0.332
O -3.810 2.743 1.009 -0.813
C -2.899 -1.999 4.093 -0.358
H 2.060 5.004 -0.652 0.254
C -0.594 0.756 -5.540 0.252
H -3.995 3.626 -7.197 0.370
C -0.878 3.799 -1.563 -0.966
C 3.510 -4.564 4.042 0.810
H 0.875 -1.999 4.577 0.429
H -1.377 1.616 -9.926 0.380
O -5.489 -0.286 0.225 -0.806
C -3.188 2.929 -7.395 -0.567
C -1.585 4.840 -1.006 -0.735
H 3.261 -6.124 5.473 0.321
C -5.172 1.657 -1.211 -1.713
C -1.526 -3.413 -0.009 -0.587
C -1.502 1.467 -6.533 0.237
P -3.425 1.203 0.869 -0.241
H 0.933 -6.631 4.820 0.468
C 3.853 -0.213 -3.445 0.596
H -5.704 2.339 -0.553 0.359
H -0.454 4.452 2.205 0.038
C -0.766 1.563 3.536 -0.211
H -2.851 2.629 -5.325 0.473
H -3.175 3.132 -9.602 0.345
C -1.829 -5.474 -1.215 -0.989
O -0.072 -1.129 -8.303 -0.687
C 2.761 -5.584 4.666 -0.754
C -0.713 -2.489 3.191 0.215
H -0.218 -6.880 -1.018 0.272
S -0.889 0.810 -3.866 -0.503
C -2.086 -2.509 3.065 0.050
H 2.849 5.233 1.936 0.281
C 0.808 -5.043 3.372 -0.373
I 3.255 -2.412 0.232 0.171
O 2.728 1.928 -3.349 -0.668
C 3.731 -2.984 2.199 0.221
C -2.371 -1.551 5.270 -0.668
C -4.482 0.520 -0.463 1.323
H -0.520 -1.190 6.318 0.330
C 4.992 -2.670 2.622 -0.665
C -1.013 -1.563 5.420 -0.517
Pb 0.381 0.593 -0.657 1.065
H -0.969 0.505 3.327 -0.542
C -2.761 2.669 -8.709 -0.404
C 1.519 -4.023 2.724 0.539
H 2.538 3.428 4.182 0.248
H 6.495 -2.957 4.074 0.405
C 5.505 -3.249 3.801 -0.715
O 2.296 0.291 -1.849 -0.727
H -2.286 -6.054 -2.011 0.356
H -4.386 2.225 -1.746 0.248
H -2.600 -2.808 2.125 0.165
H 4.423 4.844 1.191 0.295
C -2.200 -4.158 -0.961 -0.584
H 0.955 -5.642 0.667 0.275
H 1.980 0.499 4.509 0.419
C 2.897 -3.868 2.950 0.172
H 4.295 1.321 1.428 0.173
F 3.367 -1.419 -3.776 -0.251
C 1.439 3.440 4.096 -1.197
H -2.147 5.510 -1.613 0.492
C -0.592 4.266 1.145 -0.387
S 0.320 0.136 -7.740 1.142
H -2.997 -3.681 -1.523 0.374
P -3.762 -0.737 -1.696 1.487
Si 0.947 2.055 2.922 -0.169
C 2.836 0.805 -2.878 0.362
H 1.056 3.234 5.101 0.388
H 5.067 2.325 0.107 0.253
H -0.220 -5.207 3.135 0.564
C -1.727 1.763 -8.914 -0.615
C -0.410 -3.924 0.637 0.734
C -2.553 2.371 -6.315 -0.444
H -5.583 -1.108 -0.321 0.483
P 0.472 -2.776 1.803 1.769
C 1.155 2.419 1.135 1.876
C 1.447 -5.848 4.336 -1.218
O -4.649 -1.929 -1.515 -1.030
O -1.965 1.103 0.680 0.735
C 2.664 4.125 -0.960 -0.902
H 5.373 -4.778 5.286 0.306
H 0.447 -1.687 -2.736 0.215
N 0.398 0.087 -6.083 -0.445
O 0.030 -2.073 -1.950 -0.491
H -1.777 -2.395 0.149 0.572
C 3.545 4.401 1.740 -1.349
H -3.042 -1.067 5.983 0.296
H -0.947 3.538 -2.608 0.482
H -0.893 -1.774 -1.863 0.497
H -3.052 3.283 0.787 0.339
C -1.080 1.244 -7.803 -0.115
H 3.106 0.987 3.199 0.465
H -3.110 0.243 -3.581 -0.048
Si 2.831 3.098 0.570 0.709
C 4.871 -4.269 4.442 -1.027
F 4.809 -0.437 -2.506 -0.238
H -1.510 2.235 3.120 0.283
C 0.133 3.242 0.504 -0.686
H 3.646 4.535 -1.234 0.458
H -0.685 1.688 4.640 0.499
H 1.101 4.461 3.785 0.274
H 3.910 3.984 2.668 0.329
H -5.850 1.212 -1.922 0.454
C 4.147 1.786 0.436 -0.350
O -3.941 -0.164 -3.202 -0.601
C -0.687 -5.966 -0.614 -0.594
H 2.252 3.661 -1.871 0.068
N -0.119 3.005 -0.803 0.896
H 1.833 -0.212 2.858 -0.340
H -4.713 -0.080 1.847 0.453
C 0.024 -5.201 0.313 -0.946
O 1.435 0.819 -8.336 -0.665
H 3.932 1.015 -0.286 -0.119
```

Calculated values
**F_max**: 2.321 eV Å⁻¹
**Spin multiplicity**: 1
**Net charge**: -2
**E**: -5947.81527 Ha


4.
C30H24N6O3SrTe | ωB97M-V with the def2-TZVPD basis set

Structure (XYZ):
```
65
Properties=species:S:1:pos:R:3:mulliken_charge:R:1
H -2.225 -0.905 6.026 0.349
H -0.988 -1.894 6.821 0.288
C 1.671 1.359 -0.630 0.551
H 4.707 1.083 6.114 0.345
N -0.384 -1.268 4.155 -0.268
H 3.219 0.582 -1.897 0.404
Sr 0.331 0.335 2.347 1.448
C 1.537 0.157 6.855 -0.648
H -0.523 0.713 -4.684 0.357
H -2.470 4.598 -0.346 0.378
H 3.094 -3.008 -8.579 0.234
H 2.445 1.660 -3.938 0.315
C 1.928 1.772 -6.738 -0.615
O 1.937 -1.859 -7.410 -0.430
C 0.760 2.654 -3.053 -0.270
Te -0.910 2.245 4.680 -0.966
C -4.686 -3.561 0.680 -0.548
H -3.559 -3.319 4.359 0.408
C 1.088 -0.070 5.543 0.292
C -1.019 3.776 -1.680 -0.403
C -5.417 -4.221 1.659 -0.322
H -5.581 -4.642 3.756 0.343
C -1.624 3.933 -0.463 -0.681
C -1.914 -1.939 2.679 0.473
H -4.997 -3.620 -0.358 0.357
C 2.334 1.205 -1.879 -0.927
H 0.855 0.035 7.683 0.215
H 3.941 -1.606 -7.886 0.345
C -3.562 -2.824 1.026 -0.401
C 2.829 0.569 7.078 -0.284
C 0.929 1.848 -5.785 -0.077
C 0.511 2.263 -0.633 -0.159
O 2.036 0.778 0.425 -0.822
H -1.616 3.270 1.628 0.217
N 0.457 3.118 -5.346 -0.979
C 0.092 2.910 -1.806 1.469
C -5.011 -4.133 2.987 -0.561
H -6.297 -4.795 1.392 0.348
H 2.423 2.685 -7.047 0.330
H 3.809 0.578 3.859 0.400
C 1.654 -0.609 -6.916 0.910
H 2.802 -1.380 -9.236 0.331
H -2.978 -2.299 0.282 0.353
C 3.687 0.745 5.993 -0.649
C -1.155 3.202 0.645 -0.391
N 1.942 0.049 4.503 -0.013
C -3.147 -2.737 2.353 0.341
C -3.887 -3.398 3.331 -0.268
C 2.307 0.550 -7.296 -0.394
H -1.369 4.302 -2.558 0.455
C 0.620 -0.541 -5.979 -0.755
H 3.170 0.760 8.089 0.370
H 0.113 -1.455 -5.696 0.408
C 0.266 0.665 -5.423 0.252
C 3.181 0.461 4.738 -0.275
N 0.305 3.398 -4.129 -0.132
C 1.882 1.812 -3.028 -0.114
C 3.000 -1.954 -8.324 -0.857
H 3.103 0.531 -8.028 0.348
N -1.582 -1.935 3.945 -0.717
C -0.262 -0.626 5.280 0.660
N -0.126 2.395 0.552 -0.212
H -1.147 -0.145 7.192 0.478
C -1.211 -0.899 6.412 -1.521
O -1.315 -1.356 1.706 -1.113
```

Calculated values
**F_max**: 0.801 eV Å⁻¹
**Spin multiplicity**: 1
**ΔE to the lowest compared entry with this formula, charge and spin**: 3.23 kcal per mole
**Net charge**: -2
**E**: -2010.68742 Ha


5.
C20H68N2O14 | ωB97M-V with the def2-TZVPD basis set

Structure (XYZ):
```
104
Properties=species:S:1:pos:R:3:mulliken_charge:R:1
H 1.175 3.610 -1.818 0.288
O 1.077 0.407 -0.131 1.269
H 3.436 -1.798 -5.576 0.342
H 1.866 2.235 1.934 -0.260
O 1.177 -0.347 2.589 0.274
C 2.380 -0.646 -4.395 1.003
H 0.667 -3.254 -3.425 0.138
H 1.530 -1.242 -4.769 0.225
C -1.116 -3.641 -2.413 -0.732
C -0.817 4.286 -0.686 -0.886
H -0.043 -0.599 3.837 0.143
H 5.001 -1.915 0.493 0.338
H -1.414 0.914 -0.560 -0.378
H -2.716 2.361 0.347 -0.344
H 2.952 3.107 0.912 0.170
H 3.519 -0.562 -0.214 -0.022
H 1.936 -2.738 1.442 0.099
H -3.449 -3.308 -0.399 0.071
C 2.714 2.944 1.909 -0.422
H -1.274 -2.527 1.724 0.173
H -1.858 -0.036 -3.396 0.231
H -0.856 2.198 -4.448 0.279
H 2.637 -0.994 3.902 0.672
C -1.749 0.039 4.375 0.319
O 1.888 3.607 -2.493 -0.717
H -3.506 0.417 1.156 -0.088
O 4.696 -2.317 -0.318 -0.597
C 3.903 2.137 2.530 -0.227
H -0.446 2.372 -2.805 0.170
C -3.989 -2.622 -1.040 0.095
O 1.076 -3.804 -1.473 -0.355
H -0.061 3.104 0.722 0.196
C 0.172 -0.602 -0.525 -0.359
C 2.275 -1.136 2.929 -0.259
H 0.318 -4.942 -2.924 0.465
H -5.709 -2.492 -1.900 0.306
H -2.327 3.518 1.971 0.547
C -1.240 -0.085 -0.132 1.313
N -2.329 0.710 5.348 -0.450
C -1.144 -3.583 1.819 -0.872
H 0.316 -0.849 -1.565 0.269
H 2.874 -3.204 3.054 0.457
H -2.044 -0.704 -0.555 -0.364
H 3.953 1.159 2.112 0.001
H -1.290 -0.036 0.972 -0.409
H 2.545 1.995 -1.251 -0.272
H -0.534 4.910 -1.543 0.383
H -1.127 4.890 0.143 0.409
C 0.339 -3.936 -2.658 -0.438
H -5.851 0.132 1.276 0.355
H -3.569 -2.588 -2.045 0.150
H -3.882 -1.595 -0.667 0.001
H 1.564 1.272 -4.903 0.140
H 1.196 -2.900 3.006 0.215
O 3.611 -1.371 -4.696 -0.555
H -1.764 1.358 5.860 0.220
H -4.304 1.700 1.966 0.313
O 3.922 1.953 3.972 -0.583
C 3.580 -1.509 -0.757 0.070
H -2.431 2.289 3.178 0.200
O 0.239 3.442 -0.134 -0.277
C 2.441 0.670 -5.217 -1.110
H -0.758 -3.962 2.733 0.366
H 0.541 -4.124 -0.771 0.344
O -2.451 -0.379 3.249 -0.541
H -3.524 1.538 -1.080 0.087
H -2.168 -3.915 1.801 0.449
H 2.676 -2.082 -0.547 0.024
H -1.527 -4.404 -1.786 0.385
H -1.692 -3.491 -3.320 0.510
H 2.333 0.483 -6.289 0.418
H 3.089 -0.820 2.302 -0.042
H 4.617 1.285 4.141 0.328
H 1.694 1.593 -2.566 -0.548
H 3.328 2.079 -2.792 0.616
H 0.305 -1.531 0.001 -0.147
H 2.202 -0.363 -3.352 -0.737
H -1.659 3.765 -0.978 0.309
O -0.997 0.451 -3.247 -0.334
O -5.414 0.590 0.568 -0.576
N -0.493 -0.274 4.704 -0.316
H -4.330 2.947 -0.296 0.475
C 2.100 -2.597 2.552 -1.081
O -5.315 -3.011 -1.256 -0.575
C -4.218 1.171 0.986 0.165
O -0.721 2.376 2.192 -0.244
H 3.590 -1.331 -1.801 0.151
H 1.129 -0.130 1.621 -0.495
H -0.471 -5.134 0.752 0.221
H -3.309 0.882 5.129 0.316
H 4.889 2.603 2.367 0.464
H 0.726 1.138 -0.605 -0.831
O -0.521 -4.126 0.725 -0.449
H -0.209 1.921 2.893 0.075
H -2.129 2.195 -3.170 0.396
C -3.694 2.077 -0.104 -0.374
H -1.230 -2.724 -1.848 -0.086
H -0.078 -0.513 5.575 0.248
C -1.153 1.847 -3.442 -0.728
H -1.680 3.645 3.555 0.311
H 2.445 3.940 2.314 0.489
C -1.853 2.997 2.739 -0.992
C 2.427 2.292 -2.258 0.352
H 3.417 1.238 -5.038 0.266
```

Calculated values
**F_max**: 7.062 eV Å⁻¹
**Spin multiplicity**: 1
**ΔE to the lowest compared entry with this formula, charge and spin**: 39.57 kcal per mole
**E**: -1965.39127 Ha


6.
C4H12N4 | ωB97M-V with the def2-TZVPD basis set

Structure (XYZ):
```
20
Properties=species:S:1:pos:R:3:mulliken_charge:R:1
H -2.735 -0.871 1.033 0.281
H 2.071 -1.081 -1.186 0.331
H 0.632 -1.776 1.467 0.251
H 2.529 1.227 0.867 0.288
C 1.843 0.413 1.129 -1.075
N -0.303 -1.625 1.095 -0.774
C -1.604 1.302 -0.656 -0.851
N -1.394 -0.109 -0.348 0.189
H -0.786 1.695 -1.265 0.282
H 0.819 -0.164 -2.050 0.310
H -1.683 1.886 0.266 0.291
C -0.303 -0.579 0.340 0.364
N 0.901 0.176 0.043 0.195
H 1.315 0.717 2.038 0.329
C 1.547 -0.119 -1.234 -1.052
H -2.523 1.431 -1.235 0.339
H 2.278 0.658 -1.484 0.359
N -2.642 -0.858 0.012 -0.751
H 2.438 -0.483 1.346 0.388
H -2.401 -1.840 -0.178 0.306
```

Calculated values
**F_max**: 2.730 eV Å⁻¹
**Spin multiplicity**: 1
**ΔE to the lowest compared entry with this formula, charge and spin**: 40.06 kcal per mole
**E**: -378.57441 Ha
**SMILES string**: [H]/N=C(\N(C)C)N(C)N


7.
C30H36N2O3PS3Si2TeTi | ωB97M-V with the def2-TZVPD basis set

Structure (XYZ):
```
79
Properties=species:S:1:pos:R:3:mulliken_charge:R:1
N 3.123 -3.237 -2.064 -0.451
C -2.464 -1.420 -2.992 -0.336
C -5.250 0.618 1.267 -0.624
C 2.818 -2.609 -1.152 -0.299
H 3.800 1.536 -4.135 0.318
H -1.905 -1.967 2.612 0.468
C 1.551 -0.769 -0.219 1.254
C 0.560 6.448 2.703 -1.100
H -7.032 -0.171 2.148 0.434
H 0.791 1.118 -4.275 0.215
H -2.387 6.389 1.349 0.355
S 0.930 -0.363 -1.826 -0.725
H -3.106 -4.075 -0.977 0.325
H 3.638 2.631 -5.509 0.333
H 2.755 3.926 -1.458 0.582
H 1.753 4.517 0.837 0.637
H 1.081 3.061 1.561 0.330
H 2.541 2.168 -1.470 0.486
O -1.725 1.487 1.063 -0.234
H 0.885 -5.369 0.351 0.465
H 0.756 -5.305 2.820 0.414
H -2.847 -1.354 -5.098 0.463
C 0.591 2.188 -4.359 -0.906
C -4.406 -2.028 1.071 -0.288
H 1.381 6.070 3.316 0.339
H 4.482 3.165 -4.055 0.322
S -2.981 1.632 0.252 1.532
H 0.984 7.089 1.928 0.306
H -0.452 3.698 4.038 0.332
O -3.661 2.869 0.375 -0.636
Ti -0.603 0.730 -0.520 0.997
H 2.539 5.638 -3.771 0.329
C -0.439 -3.708 0.087 -0.568
H 0.792 5.367 -3.757 0.330
C -6.068 -0.407 1.720 -0.734
H -0.365 -3.733 -0.994 0.520
Te 0.214 3.406 -0.961 -0.232
H -0.645 -3.607 3.942 0.452
P -2.005 -1.442 -0.251 2.054
C -0.593 -3.639 2.862 -0.777
C -1.197 4.001 3.299 -0.716
O -2.438 1.338 -1.129 -0.407
H -4.088 -3.062 1.006 0.354
Si 2.031 3.215 -3.733 0.179
H -3.761 -3.649 -5.178 0.410
H -1.652 3.101 2.885 0.023
H -1.975 4.562 3.821 0.335
H -5.554 1.653 1.339 0.606
C -3.496 -3.995 -3.078 -0.856
C -4.018 0.298 0.719 0.608
C 0.193 -4.595 2.230 -0.534
H -0.346 2.416 -3.840 0.248
C -3.572 -1.024 0.601 -0.858
C -3.057 -3.470 -1.874 0.037
C 2.402 -1.805 -0.039 0.734
C -1.732 5.701 0.811 -0.878
H -3.893 -5.000 -3.114 0.445
S 0.910 0.161 1.112 -0.580
C -1.303 -2.717 2.112 -0.597
H 0.424 2.404 -5.417 0.477
Si -0.425 5.050 1.970 0.273
C 3.636 2.578 -4.418 -1.018
C -1.239 -2.756 0.719 0.495
H -1.301 6.245 -0.032 0.324
H -0.071 7.070 3.341 0.310
C 2.133 3.111 -1.832 -0.986
C 0.827 3.965 1.008 -0.893
H -6.275 -2.523 1.988 0.452
H 1.710 5.137 -5.243 0.334
C -5.642 -1.723 1.628 -0.761
C 2.852 -2.159 1.275 -0.346
N 3.184 -2.442 2.338 -0.467
H -2.358 4.894 0.419 0.224
C -3.421 -3.234 -4.238 -0.599
H -2.076 -0.409 -2.969 0.327
C 0.268 -4.630 0.845 -0.826
C -2.907 -1.947 -4.195 -0.859
C -2.535 -2.178 -1.824 0.346
C 1.740 5.003 -4.160 -1.043
```

Calculated values
**F_max**: 0.543 eV Å⁻¹
**Spin multiplicity**: 1
**ΔE to the lowest compared entry with this formula, charge and spin**: 0.00 kcal per mole
**Net charge**: +1
**E**: -4732.33184 Ha


8.
C10H16 | ωB97M-V with the def2-TZVPD basis set

Structure (XYZ):
```
26
Properties=species:S:1:pos:R:3:mulliken_charge:R:1
H -3.915 -2.599 0.391 0.296
C -3.230 -1.758 0.239 -0.705
C 0.345 1.001 -0.696 -0.522
C 2.166 1.391 0.967 -0.666
C 2.457 2.651 0.386 -0.532
H 2.322 -1.368 -0.035 0.369
C 1.726 3.101 -0.827 -0.728
C 0.776 2.165 -1.356 -0.371
C -3.369 -1.226 -1.189 -0.778
H -4.337 -1.541 -1.695 0.306
H 0.958 -0.679 2.169 0.343
H 2.735 1.105 1.771 0.434
C 1.126 0.588 0.411 0.679
C 0.669 -0.703 1.163 -0.131
H 1.772 -2.705 0.536 0.421
H 0.195 2.418 -2.240 0.315
H -0.523 0.547 -0.977 0.545
H -2.598 -1.754 -1.752 0.250
H -0.361 -1.162 0.984 -0.177
H 2.727 -1.655 1.647 0.202
H -3.205 -1.112 1.031 0.361
H 3.330 3.270 0.526 0.355
C 1.836 -1.697 0.771 -1.132
H 1.709 4.005 -1.147 0.564
H -2.194 -2.144 0.196 0.104
H -3.115 -0.141 -1.277 0.197
```

Calculated values
**F_max**: 10.015 eV Å⁻¹
**Spin multiplicity**: 1
**ΔE to the lowest compared entry with this formula, charge and spin**: 77.04 kcal per mole
**E**: -390.51310 Ha
**SMILES string**: CCc1ccccc1.CC